Entry from OMol25: C14H17CuF6N4O5S2 as an isolated structure (ωB97M-V with the def2-TZVPD basis set).

Values from the calculation:
Spin multiplicity ... 2
Gap between HOMO and LUMO (alpha / beta) ... 8.6 / 8.3 eV
E_tot ... -4175.1303 Ha
Total charge ... -1
LUMO (alpha / beta) ... 0.0951 / 0.0847 Ha
Relative energy (zero: lowest compared OMol25 entry of this formula, charge and spin) ... 2.1 kJ/mol
<S²> ... 0.753

CARTESIAN COORDINATES (ANGSTROEM)
1 Cu 2.266 0.017 0.017
2 S 4.170 -1.654 -0.282
3 S -0.246 -0.973 1.706
4 F 1.143 -1.428 -4.103
5 F 0.359 2.582 -3.402
6 F 0.086 0.298 -4.871
7 F 0.679 2.369 -1.270
8 F 2.224 0.392 -4.550
9 F 2.352 2.227 -2.632
10 O 0.055 -1.681 2.929
11 O -0.507 -1.818 0.553
12 O 1.739 -0.320 -1.804
13 O 3.121 2.315 3.018
14 O 3.253 1.076 1.170
15 N 1.896 -3.684 -0.419
16 N 2.492 -3.234 -1.601
17 N 3.994 -2.089 -2.893
18 N 0.800 0.159 1.317
19 C -3.161 1.851 1.759
20 C -0.655 0.101 -2.246
21 C 1.066 1.891 -2.466
22 C -2.701 -0.639 2.882
23 C -5.435 1.996 2.833
24 C 1.072 -0.070 -4.026
25 C -4.127 1.290 2.589
26 C 2.651 1.508 2.234
27 C -1.765 -0.073 2.033
28 C -1.984 1.175 1.475
29 C -3.882 0.037 3.145
30 C 0.825 0.361 -2.554
31 C 3.463 -2.335 -1.670
32 C 1.268 0.910 2.491
33 H -1.290 0.886 -2.655
34 H -3.326 2.834 1.333
35 H 4.603 -1.289 -2.907
36 H 2.551 -3.474 0.328
37 H -6.099 1.840 1.980
38 H -0.767 0.043 -1.173
39 H -5.287 3.070 2.951
40 H -5.929 1.612 3.725
41 H -0.958 -0.858 -2.666
42 H 1.973 -3.460 -2.432
43 H 0.573 1.714 2.756
44 H -1.231 1.608 0.829
45 H -2.488 -1.601 3.330
46 H -4.624 -0.410 3.798
47 H 3.382 -2.177 -3.692
48 H 1.361 0.253 3.360
49 H 1.050 -3.143 -0.228

Taken from the Löwdin analysis, the atomic charges in e are: Cu 0.53; S 0.70; S 0.56; F 0.11; F 0.13; F 0.13; F 0.15; F 0.14; F 0.15; O -0.32; O -0.34; O -0.22; O 0.03; O -0.13; N 0.05; N -0.07; N 0.10; N -0.28; C -0.04; C 0.03; C -0.55; C -0.05; C -0.06; C -0.53; C -0.28; C -0.62; C -0.26; C -0.06; C -0.05; C -0.45; C -0.86; C -0.18; H 0.09; H 0.11; H 0.09; H 0.04; H 0.08; H 0.06; H 0.07; H 0.07; H 0.10; H 0.14; H 0.12; H 0.10; H 0.11; H 0.11; H 0.09; H 0.12; H 0.05

Entry from OMol25: C14H17FN2O3 in the gas phase at a distorted geometry (ωB97M-V with the def2-TZVPD basis set).

Values from the calculation:
Gap between HOMO and LUMO ... 9.1 eV
E_tot ... -978.7382 Ha
Total charge ... 0
LUMO ... 0.0181 Ha
Relative energy (zero: lowest compared OMol25 entry of this formula, charge and spin) ... 46.4 kJ/mol
SMILES ... CN1C(=O)N(CCOc2ccc(F)cc2)C(=O)C1(C)C

CARTESIAN COORDINATES (ANGSTROEM)
1 F -0.995 3.952 5.490
2 O 0.398 -0.856 1.024
3 O 0.549 -0.281 -3.409
4 O -1.077 2.954 -0.054
5 N 0.565 -0.247 -1.183
6 N 0.672 -2.432 -0.662
7 C -1.041 3.744 4.108
8 C -1.041 3.201 1.300
9 C 0.590 -0.973 -2.399
10 C 0.977 -3.506 0.207
11 C 0.683 -2.479 -2.094
12 C -0.561 -3.286 -2.485
13 C -0.191 2.759 3.666
14 C 0.558 1.229 -1.041
15 C -0.199 2.584 2.274
16 C 0.494 -1.170 -0.184
17 C -1.956 4.434 3.284
18 C 1.858 -3.169 -2.634
19 C -1.883 4.214 1.829
20 C -0.885 1.606 -0.505
21 H 1.959 -4.127 -2.136
22 H 0.697 -4.614 -0.064
23 H 2.818 -2.511 -2.528
24 H 1.770 -3.406 -3.735
25 H 1.317 1.569 -0.310
26 H -1.100 1.014 0.370
27 H -0.482 -4.333 -2.200
28 H -0.708 -3.175 -3.599
29 H 0.577 1.807 2.009
30 H 0.812 1.631 -1.943
31 H -2.329 4.755 1.046
32 H -2.454 5.299 3.730
33 H 0.392 -3.289 1.113
34 H 0.381 2.132 4.327
35 H -1.617 1.379 -1.180
36 H 1.963 -3.546 0.538
37 H -1.509 -2.862 -1.968

Taken from the Löwdin analysis, the atomic charges in e are: F 0.00; O 0.05; O 0.10; O -0.05; N 0.07; N -0.06; C -0.27; C -0.26; C -0.28; C -0.04; C -0.48; C -0.01; C -0.02; C -0.01; C -0.01; C -0.45; C 0.02; C -0.03; C 0.03; C -0.11; H 0.08; H 0.14; H 0.14; H 0.11; H 0.14; H 0.11; H 0.08; H 0.11; H 0.12; H 0.09; H 0.09; H 0.11; H 0.10; H 0.12; H 0.10; H 0.07; H 0.13

Entry from OMol25: a 3-piece molecular cluster, C14H17FN2O4Si overall (ωB97M-V with the def2-TZVPD basis set).

Values from the calculation:
Gap between HOMO and LUMO ... 9.5 eV
E_tot ... -1343.3003 Ha
Total charge ... 0
LUMO ... -0.0276 Ha
SMILES ... O=[N+]([O-])c1ccccc1.O=[N+]([O-])c1ccccc1.FCC[SiH3]

CARTESIAN COORDINATES (ANGSTROEM)
1 Si 1.426 -1.828 -4.581
2 F 3.923 -3.186 -5.001
3 O 0.740 -1.192 -1.267
4 O -1.419 2.578 6.286
5 O -3.018 2.499 4.849
6 O 1.623 0.684 -0.694
7 N -1.948 2.130 5.290
8 N 0.668 -0.035 -0.904
9 C 3.117 -0.982 -4.483
10 C -2.058 2.354 -0.052
11 C -1.123 -0.420 2.705
12 C 0.656 -0.354 4.324
13 C -0.676 0.530 -0.704
14 C -1.776 -0.273 -0.929
15 C 4.286 -1.946 -4.457
16 C -1.803 0.565 3.401
17 C 0.106 -0.877 3.161
18 C -3.180 1.564 -0.265
19 C -0.015 0.631 5.030
20 C -0.792 1.838 -0.272
21 C -1.233 1.073 4.551
22 C -3.038 0.253 -0.704
23 H -1.550 -0.823 1.796
24 H 4.639 -2.133 -3.447
25 H -4.167 1.970 -0.088
26 H 0.090 2.435 -0.102
27 H 3.210 -0.332 -5.353
28 H 3.144 -0.336 -3.608
29 H 1.105 -2.063 -6.006
30 H 0.637 -1.639 2.607
31 H 0.401 1.051 5.933
32 H 1.386 -3.127 -3.887
33 H 1.612 -0.710 4.680
34 H 5.115 -1.591 -5.064
35 H -3.911 -0.363 -0.869
36 H 0.401 -0.962 -3.958
37 H -2.757 0.935 3.054
38 H -2.168 3.373 0.292
39 H -1.652 -1.292 -1.262

Taken from the Löwdin analysis, the atomic charges in e are: Si 0.65; F -0.11; O 0.03; O 0.08; O 0.07; O 0.08; N -0.35; N -0.35; C -0.35; C -0.06; C -0.06; C -0.06; C -0.16; C -0.02; C -0.27; C 0.00; C -0.06; C -0.07; C 0.00; C 0.00; C -0.15; C -0.07; H 0.10; H 0.11; H 0.11; H 0.12; H 0.06; H 0.06; H -0.08; H 0.11; H 0.12; H -0.07; H 0.11; H 0.11; H 0.11; H -0.09; H 0.12; H 0.11; H 0.12

Entry from OMol25: a 2-piece molecular cluster, C14H17N2O7S overall at a distorted geometry (ωB97M-V with the def2-TZVPD basis set).

Values from the calculation:
Gap between HOMO and LUMO ... 4.2 eV
E_tot ... -1577.8932 Ha
Total charge ... -1
LUMO ... 0.0414 Ha

CARTESIAN COORDINATES (ANGSTROEM)
1 S -1.762 0.519 -2.739
2 O -1.146 2.230 0.442
3 O 3.043 -0.482 -2.712
4 O 1.612 1.985 1.148
5 O -0.573 2.426 -5.901
6 O -2.516 2.082 -4.899
7 O 1.787 -1.287 -1.091
8 O 2.089 -0.194 1.536
9 N 1.940 -0.603 -2.137
10 N -1.268 1.925 -4.995
11 C -1.216 1.317 1.257
12 C -3.385 0.120 1.236
13 C -0.158 0.363 1.471
14 C -2.521 1.082 2.038
15 C -0.315 -0.999 2.002
16 C 0.657 0.797 -3.820
17 C -0.444 -0.196 -1.971
18 C -0.672 1.124 -3.982
19 C -2.702 -1.223 0.955
20 C 0.778 0.028 -2.643
21 C 1.238 0.844 1.350
22 C 3.448 0.158 1.300
23 C 4.285 -1.083 1.449
24 C -1.697 -1.677 2.023
25 H -3.479 -1.997 0.893
26 H -3.036 2.042 2.140
27 H -3.667 0.592 0.283
28 H 3.532 0.550 0.276
29 H -2.298 0.671 3.031
30 H 4.138 -1.552 2.428
31 H -1.514 -2.754 1.886
32 H 3.728 0.930 2.029
33 H 4.030 -1.805 0.666
34 H 0.076 -0.990 3.041
35 H -2.220 -1.195 -0.030
36 H 5.334 -0.801 1.340
37 H -0.534 -0.780 -1.064
38 H 1.456 1.084 -4.491
39 H -4.321 -0.060 1.780
40 H 0.394 -1.643 1.446
41 H -2.122 -1.549 3.028

Taken from the Löwdin analysis, the atomic charges in e are: S 1.17; O -0.01; O 0.05; O 0.05; O 0.05; O -0.01; O 0.06; O -0.07; N -0.31; N -0.38; C -0.45; C -0.21; C -0.15; C -0.13; C -0.20; C 0.04; C -0.28; C -0.43; C -0.20; C -0.22; C -0.50; C -0.26; C -0.08; C -0.20; H 0.10; H 0.11; H 0.10; H 0.12; H 0.11; H 0.07; H 0.10; H 0.12; H 0.07; H 0.11; H 0.08; H 0.07; H 0.07; H 0.14; H 0.10; H 0.11; H 0.10

Entry from OMol25: C14H17N2ORhS4SbSe2 as an isolated structure at a distorted geometry (ωB97M-V with the def2-TZVPD basis set).

Values from the calculation:
Gap between HOMO and LUMO (alpha / beta) ... 5.0 / 4.9 eV
E_tot ... -7474.9428 Ha
Total charge ... -1
LUMO (alpha / beta) ... 0.0028 / -0.0001 Ha
Relative energy (zero: lowest compared OMol25 entry of this formula, charge and spin) ... 0.0 kJ/mol

CARTESIAN COORDINATES (ANGSTROEM)
1 Sb 0.588 -2.182 2.793
2 Rh -0.347 -0.516 0.037
3 Se -1.390 -0.679 -2.292
4 Se -2.323 1.489 1.830
5 S 2.732 -2.208 3.461
6 S 0.091 0.168 2.219
7 S -1.091 -3.133 3.941
8 S 0.381 -2.572 0.420
9 O 1.298 -0.124 -0.872
10 N -2.239 -1.118 0.810
11 N -0.702 1.338 -0.784
12 C -2.675 -2.376 0.675
13 C -0.167 3.602 -1.215
14 C 2.703 -0.013 -0.684
15 C -3.865 -2.820 1.209
16 C 3.157 0.923 -1.805
17 C 3.036 0.557 0.686
18 C -0.828 2.152 -3.015
19 C -4.648 -1.934 1.927
20 C -0.313 2.535 -0.356
21 C -0.942 1.124 -2.075
22 C 3.331 -1.400 -0.854
23 C -0.437 3.395 -2.570
24 C -4.207 -0.637 2.089
25 C -2.993 -0.246 1.532
26 H -5.576 -2.257 2.381
27 H -1.037 1.960 -4.057
28 H 4.233 1.085 -1.738
29 H 0.158 4.561 -0.839
30 H 4.106 0.767 0.699
31 H -2.033 -3.033 0.108
32 H 2.923 0.491 -2.779
33 H 2.814 -0.139 1.492
34 H -4.765 0.080 2.670
35 H -0.331 4.214 -3.271
36 H 2.651 1.892 -1.735
37 H 3.114 -2.041 -0.002
38 H -4.140 -3.856 1.080
39 H 4.410 -1.274 -0.939
40 H -0.133 2.623 0.710
41 H 2.961 -1.884 -1.759
42 H 2.495 1.485 0.870

Taken from the Löwdin analysis, the atomic charges in e are: Sb -0.07; Rh 0.44; Se 0.68; Se 0.82; S -0.15; S 0.20; S -0.22; S 0.12; O -0.46; N -0.16; N -0.20; C -0.21; C -0.07; C -0.70; C -0.06; C -0.04; C -0.08; C -0.09; C -0.07; C -0.22; C -0.73; C -0.07; C -0.08; C -0.12; C -0.70; H 0.11; H 0.10; H 0.07; H 0.10; H 0.08; H 0.04; H 0.08; H -0.01; H 0.09; H 0.10; H 0.07; H 0.03; H 0.11; H 0.07; H 0.05; H 0.08; H 0.06

Entry from OMol25: a 2-piece molecular cluster, C14H17N3 overall at a distorted geometry (ωB97M-V with the def2-TZVPD basis set).

Values from the calculation:
Spin multiplicity ... 2
Gap between HOMO and LUMO (alpha / beta) ... 6.9 / 3.6 eV
E_tot ... -707.6477 Ha
Total charge ... +1
LUMO (alpha / beta) ... -0.1329 / -0.2535 Ha
Relative energy (zero: lowest compared OMol25 entry of this formula, charge and spin) ... 0.0 kJ/mol
<S²> ... 0.770

CARTESIAN COORDINATES (ANGSTROEM)
1 N 3.190 0.198 -1.880
2 N 1.980 1.997 -1.632
3 N -3.550 -2.855 2.014
4 C -0.938 -2.174 -0.457
5 C -0.746 -0.687 1.455
6 C 3.591 1.061 -2.868
7 C 2.872 2.235 -2.703
8 C -2.750 -1.050 3.075
9 C 2.262 0.841 -1.138
10 C 2.963 3.542 -3.374
11 C -2.555 -2.333 1.180
12 C -1.972 -1.251 1.875
13 C -3.748 -2.070 3.063
14 C -0.238 -1.158 0.250
15 C -2.533 0.053 4.021
16 C 2.797 4.701 -2.360
17 C -2.014 -2.873 0.041
18 H 2.109 3.678 -4.056
19 H -3.384 0.279 4.675
20 H 2.631 4.310 -1.352
21 H 1.908 5.340 -2.435
22 H -0.432 -2.543 -1.329
23 H 3.674 5.337 -2.327
24 H -0.133 -0.042 2.070
25 H -4.036 -3.733 1.913
26 H 3.660 -0.676 -1.718
27 H -4.546 -2.295 3.751
28 H -2.230 -3.869 -0.330
29 H 0.528 -0.643 -0.287
30 H -2.326 0.953 3.441
31 H 4.338 0.861 -3.618
32 H 3.949 3.610 -3.838
33 H -1.748 -0.250 4.714
34 H 1.886 0.482 -0.201

Taken from the Löwdin analysis, the atomic charges in e are: N 0.05; N 0.10; N 0.14; C -0.01; C 0.05; C -0.05; C -0.28; C -0.11; C -0.25; C -0.19; C -0.17; C -0.11; C 0.06; C -0.02; C -0.01; C -0.10; C 0.03; H 0.12; H 0.10; H 0.05; H 0.07; H 0.12; H 0.06; H 0.13; H 0.19; H 0.15; H 0.15; H 0.14; H 0.06; H 0.11; H 0.12; H 0.11; H 0.11; H 0.09

What did the fourth record say?
Entry from OMol25: a 2-piece molecular cluster, C14H17N2O7S overall at a distorted geometry (ωB97M-V with the def2-TZVPD basis set).

Values from the calculation:
Gap between HOMO and LUMO ... 4.2 eV
E_tot ... -1577.8932 Ha
Total charge ... -1
LUMO ... 0.0414 Ha

CARTESIAN COORDINATES (ANGSTROEM)
1 S -1.762 0.519 -2.739
2 O -1.146 2.230 0.442
3 O 3.043 -0.482 -2.712
4 O 1.612 1.985 1.148
5 O -0.573 2.426 -5.901
6 O -2.516 2.082 -4.899
7 O 1.787 -1.287 -1.091
8 O 2.089 -0.194 1.536
9 N 1.940 -0.603 -2.137
10 N -1.268 1.925 -4.995
11 C -1.216 1.317 1.257
12 C -3.385 0.120 1.236
13 C -0.158 0.363 1.471
14 C -2.521 1.082 2.038
15 C -0.315 -0.999 2.002
16 C 0.657 0.797 -3.820
17 C -0.444 -0.196 -1.971
18 C -0.672 1.124 -3.982
19 C -2.702 -1.223 0.955
20 C 0.778 0.028 -2.643
21 C 1.238 0.844 1.350
22 C 3.448 0.158 1.300
23 C 4.285 -1.083 1.449
24 C -1.697 -1.677 2.023
25 H -3.479 -1.997 0.893
26 H -3.036 2.042 2.140
27 H -3.667 0.592 0.283
28 H 3.532 0.550 0.276
29 H -2.298 0.671 3.031
30 H 4.138 -1.552 2.428
31 H -1.514 -2.754 1.886
32 H 3.728 0.930 2.029
33 H 4.030 -1.805 0.666
34 H 0.076 -0.990 3.041
35 H -2.220 -1.195 -0.030
36 H 5.334 -0.801 1.340
37 H -0.534 -0.780 -1.064
38 H 1.456 1.084 -4.491
39 H -4.321 -0.060 1.780
40 H 0.394 -1.643 1.446
41 H -2.122 -1.549 3.028

Taken from the Löwdin analysis, the atomic charges in e are: S 1.17; O -0.01; O 0.05; O 0.05; O 0.05; O -0.01; O 0.06; O -0.07; N -0.31; N -0.38; C -0.45; C -0.21; C -0.15; C -0.13; C -0.20; C 0.04; C -0.28; C -0.43; C -0.20; C -0.22; C -0.50; C -0.26; C -0.08; C -0.20; H 0.10; H 0.11; H 0.10; H 0.12; H 0.11; H 0.07; H 0.10; H 0.12; H 0.07; H 0.11; H 0.08; H 0.07; H 0.07; H 0.14; H 0.10; H 0.11; H 0.10

What is the formula in the first record?
C14H17CuF6N4O5S2